[1]
Molecular formula: C4H5N2P
Method: DFT, wB97M-V/def2-TZVPD

As for the relative energy (zero: lowest compared OMol25 entry of this formula, charge and spin): 3.5301 eV. For the HOMO energy, the calculation gives -9.5 eV. The HOMO-LUMO gap is 8.891 eV. Its spin multiplicity is 1. The total energy is -606.12187 Ha. Its LUMO energy is -0.6 eV.

Element x y z (Å)
P1 1.54648 -0.58886 0.29534
N1 0.73964 -0.95538 1.66691
N2 0.64093 0.81108 -0.05213
C1 -0.32950 0.91324 0.83590
C2 -0.23311 -0.42954 -1.85776
C3 -1.19750 -0.32390 -2.59245
C4 -0.24646 -0.10509 1.91301
H1 0.50568 -0.92871 -1.40306
H2 2.59104 0.11664 0.87767
H3 -2.00995 -0.12292 -3.25161
H4 -0.97606 -0.08547 2.71043
H5 -1.03119 1.69891 0.85775

Here are the natural (NBO) charges for atoms 1 to 2, given in e: P 0.966; N -0.721

[2]
Molecular formula: C4H5N2S
Method: DFT, wB97M-V/def2-TZVPD

As for the SMILES: N#CS/C=C1\C[NH2+]1. As for the relative energy (zero: lowest compared OMol25 entry of this formula, charge and spin): 2.1501 eV. For the HOMO energy, the calculation gives -14.2 eV. The HOMO-LUMO gap is 10.218 eV. Its charge is +1. Its spin multiplicity is 1. The total energy is -662.70795 Ha. Its LUMO energy is -3.9 eV.

Element x y z (Å)
S1 -1.25868 -3.40198 -0.45354
N1 0.19154 0.37995 0.48630
N2 -1.41783 -1.23354 -2.01058
C1 -0.13486 0.41177 -0.94534
C2 -1.55117 -2.34021 -1.72421
C3 -0.52376 -2.01761 0.32668
C4 -0.43267 -0.80193 -0.21037
H1 1.17230 0.36372 0.76962
H2 -0.20486 -2.19419 1.34445
H3 -0.93518 1.06847 -1.26347
H4 0.70422 0.39943 -1.63367
H5 -0.38691 0.92938 1.12129

Here are the natural (NBO) charges for atoms 1 to 2, given in e: S 0.501; N -0.552

[3]
Molecular formula: C4H5N2S
Method: DFT, wB97M-V/def2-TZVPD

As for the relative energy (zero: lowest compared OMol25 entry of this formula, charge and spin): 3.1090 eV. For the HOMO energy (alpha / beta), the calculation gives -14.0 / -14.0 eV. The HOMO-LUMO gap (alpha / beta) is 6.996 / 5.654 eV. Its charge is +1. Its spin multiplicity is 1. The total energy is -662.67271 Ha. Its LUMO energy (alpha / beta) is -7.0 / -8.3 eV.

Element x y z (Å)
S1 0.74567 -2.63434 0.99456
N1 -1.55051 1.66931 -0.36867
N2 -0.39254 -0.47422 0.16552
C1 -0.83702 2.61297 -0.01878
C2 -0.43080 -1.36059 1.05782
C3 0.67303 -0.61418 -0.66583
C4 1.39415 -1.73133 -0.33152
H1 0.56221 0.03289 -1.61421
H2 -0.89450 3.49823 -0.52069
H3 2.14696 -2.17396 -0.99793
H4 -1.36999 -1.50947 1.64808
H5 -0.04666 2.68472 0.65164

Here are the natural (NBO) charges for atoms 1 to 2, given in e: S 0.565; N 0.112

[4]
Molecular formula: C4H5N2S2
Method: DFT, wB97M-V/def2-TZVPD

As for the relative energy (zero: lowest compared OMol25 entry of this formula, charge and spin): 1.6775 eV. For the HOMO energy, the calculation gives -2.9 eV. The HOMO-LUMO gap is 6.109 eV. Its charge is -1. Its spin multiplicity is 1. The total energy is -1061.25773 Ha. Its LUMO energy is 3.2 eV.

Element x y z (Å)
S1 -1.40139 0.24750 0.00834
S2 1.38758 -2.19425 0.01668
N1 1.69678 -0.55626 -0.27514
N2 2.90388 -0.14366 -0.76149
C1 0.89168 0.49057 -0.14369
C2 2.74421 1.16164 -0.90430
C3 -1.46851 -1.09495 -1.22212
C4 1.48634 1.66467 -0.53035
H1 -1.05768 -2.01425 -0.88924
H2 3.58920 1.73730 -1.36651
H3 -2.49321 -1.21933 -1.62561
H4 -0.90141 -0.79289 -2.13429
H5 1.06728 2.63202 -0.42022

Here are the natural (NBO) charges for atoms 1 to 2, given in e: S 0.036; S -0.409

[5]
Molecular formula: C4H5N2S3
Method: DFT, wB97M-V/def2-TZVPD

As for the relative energy (zero: lowest compared OMol25 entry of this formula, charge and spin): 0.0000 eV. For the HOMO energy, the calculation gives -12.6 eV. The HOMO-LUMO gap is 6.476 eV. Its charge is +1. Its spin multiplicity is 1. The total energy is -1459.12305 Ha. Its LUMO energy is -6.1 eV.

Element x y z (Å)
S1 0.43064 -3.10661 0.85608
S2 -2.65284 -0.56710 -2.66054
S3 1.84316 -2.47561 2.16109
N1 -1.03321 -1.88725 -0.97065
N2 0.54351 -0.52619 0.16590
C1 -0.02823 0.41236 -0.47785
C2 -1.46433 -0.78716 -1.56836
C3 -0.08280 -1.74616 -0.04047
C4 -0.11169 1.81462 -0.60994
H1 -0.32226 2.27424 0.35804
H2 0.86245 2.13061 -0.93953
H3 -1.43532 -2.80378 -1.28503
H4 0.87861 -1.57528 2.51667
H5 -0.77854 2.14019 -1.29674

Here are the natural (NBO) charges for atoms 1 to 2, given in e: S 0.353; S 0.184

[6]
Molecular formula: C4H5N3
Method: DFT, wB97M-V/def2-TZVPD

As for the SMILES: Nc1ncccn1. As for the relative energy (zero: lowest compared OMol25 entry of this formula, charge and spin): 0.7552 eV. For the HOMO energy, the calculation gives -8.9 eV. The HOMO-LUMO gap is 9.862 eV. Its spin multiplicity is 1. The total energy is -319.68446 Ha. Its LUMO energy is 1.0 eV.

Element x y z (Å)
N1 0.58375 1.17705 0.27547
N2 0.26380 -1.14208 0.70679
N3 2.20078 -0.38104 -0.27437
C1 -0.71830 1.28870 0.04427
C2 0.99246 -0.09548 0.30970
C3 -1.03880 -0.99085 0.49062
C4 -1.55920 0.18099 -0.04793
H1 -1.08695 2.30035 -0.10330
H2 2.04107 -1.16610 -0.89447
H3 -2.54887 0.23872 -0.47380
H4 2.54046 0.43136 -0.77390
H5 -1.67020 -1.84162 0.74093

Here are the natural (NBO) charges for atoms 1 to 2, given in e: N -0.501; N -0.500

[7]
Molecular formula: C4H5N3
Method: DFT, wB97M-V/def2-TZVPD

As for the relative energy (zero: lowest compared OMol25 entry of this formula, charge and spin): 5.5161 eV. For the HOMO energy (alpha / beta), the calculation gives -8.9 / -8.9 eV. The HOMO-LUMO gap (alpha / beta) is 8.017 / 8.018 eV. Its spin multiplicity is 1. The total energy is -319.50950 Ha. Its LUMO energy (alpha / beta) is -0.9 / -0.9 eV.

Element x y z (Å)
N1 0.77395 0.73612 -1.41173
N2 0.17686 -1.27610 -0.07212
N3 -1.78585 -0.22763 0.53705
C1 0.40104 0.18447 -0.13814
C2 1.56358 -0.21145 0.71098
C3 -0.92103 0.70731 0.32665
C4 -1.04662 -1.40247 0.32083
H1 1.30295 -0.31227 1.77532
H2 1.78863 0.71128 -1.46655
H3 -1.52242 -2.36426 0.50193
H4 0.46179 1.69779 -1.48796
H5 -1.19288 1.75720 0.40374

Here are the natural (NBO) charges for atoms 1 to 2, given in e: N -0.810; N -0.383

[8]
Molecular formula: C4H5N3
Method: DFT, wB97M-V/def2-TZVPD

As for the SMILES: Nc1ccncn1. As for the relative energy (zero: lowest compared OMol25 entry of this formula, charge and spin): 0.3712 eV. For the HOMO energy, the calculation gives -9.2 eV. The HOMO-LUMO gap is 10.062 eV. Its spin multiplicity is 1. The total energy is -319.69857 Ha. Its LUMO energy is 0.9 eV.

Element x y z (Å)
N1 0.29707 -0.36800 -1.28245
N2 1.92669 0.70980 0.06759
N3 -1.94685 -0.42322 -0.47461
C1 -1.46830 -0.07633 0.72916
C2 0.71126 0.08917 -0.09112
C3 -0.13161 0.04258 1.01832
C4 -1.01099 -0.65257 -1.38386
H1 -2.20041 0.17009 1.48201
H2 0.29169 0.22553 1.99802
H3 2.37943 0.67398 0.97486
H4 2.54938 0.67460 -0.71738
H5 -1.39738 -1.06561 -2.32055

Here are the natural (NBO) charges for atoms 1 to 2, given in e: N -0.512; N -0.790

[9]
Molecular formula: C4H5N3
Method: DFT, wB97M-V/def2-TZVPD

As for the relative energy (zero: lowest compared OMol25 entry of this formula, charge and spin): 7.2782 eV. For the HOMO energy, the calculation gives -7.7 eV. The HOMO-LUMO gap is 7.365 eV. Its spin multiplicity is 1. The total energy is -319.44474 Ha. Its LUMO energy is -0.3 eV.

Element x y z (Å)
N1 -0.99894 -0.35405 -0.30707
N2 -1.25088 0.23787 2.16747
N3 0.19176 0.49622 1.77109
C1 1.00580 -0.16590 -1.70440
C2 -0.34299 -0.45257 -1.47129
C3 -0.42198 0.06441 0.76425
C4 1.73190 0.24013 -0.59473
H1 2.78562 0.44124 -0.85734
H2 1.35214 -0.29687 -2.73420
H3 -1.32777 -0.50523 2.85184
H4 -0.98124 -0.79716 -2.28716
H5 -1.74341 1.09191 2.40154

Here are the natural (NBO) charges for atoms 1 to 2, given in e: N -0.588; N -0.588